Record 1
Density functional theory data (ωB97M-V/def2-TZVPD) for a molecular structure, C31H35CaClN2Si2 at a distorted geometry.

Last column: Löwdin charge in e.
Cartesian coordinates (Å):
1 C 2.017 0.023 -0.818  -0.225
2 C 1.924 -1.390 -0.689  -0.252
3 C 1.020 -1.859 -1.683  -0.269
4 H 2.479 -2.008 0.009  0.088
5 C 0.561 -0.735 -2.418  -0.224
6 C 1.178 0.421 -1.890  -0.212
7 H 1.096 1.431 -2.289  0.094
8 H 2.676 0.671 -0.250  0.089
9 H 0.764 -2.894 -1.885  0.087
10 H -0.096 -0.760 -3.284  0.083
11 Ca -0.457 -0.719 0.040  1.097
12 Si -4.276 -5.610 -0.823  0.761
13 C -5.081 -6.611 0.522  -0.374
14 C -6.404 -6.376 0.905  -0.117
15 H -7.053 -5.768 0.264  0.108
16 C -6.903 -6.956 2.077  -0.086
17 H -7.929 -6.738 2.381  0.102
18 C -6.091 -7.798 2.838  -0.098
19 H -6.462 -8.212 3.770  0.098
20 C -4.802 -8.098 2.408  -0.094
21 H -4.182 -8.797 2.975  0.102
22 C -4.291 -7.516 1.246  -0.110
23 H -3.307 -7.778 0.850  0.095
24 C -5.439 -5.933 -2.252  -0.321
25 C -5.941 -7.224 -2.492  -0.098
26 H -5.490 -8.076 -1.968  0.109
27 C -6.999 -7.413 -3.393  -0.089
28 H -7.395 -8.417 -3.558  0.102
29 C -7.536 -6.317 -4.074  -0.098
30 H -8.377 -6.465 -4.748  0.098
31 C -6.970 -5.046 -3.914  -0.086
32 H -7.388 -4.190 -4.450  0.102
33 C -5.857 -4.878 -3.082  -0.101
34 H -5.323 -3.917 -3.060  0.087
35 H -3.009 -6.299 -1.069  0.019
36 Si -4.659 -3.131 0.156  0.784
37 C -3.639 -2.708 -1.427  -0.398
38 C -2.613 -3.526 -1.973  -0.198
39 H -2.231 -4.428 -1.478  0.045
40 C -2.041 -3.272 -3.217  -0.088
41 H -1.318 -3.976 -3.628  0.115
42 C -2.470 -2.181 -3.956  -0.108
43 H -2.111 -2.039 -4.969  0.105
44 C -3.359 -1.271 -3.384  -0.090
45 H -3.674 -0.399 -3.954  0.102
46 C -3.907 -1.511 -2.122  -0.131
47 H -4.596 -0.788 -1.676  0.097
48 C -3.227 -3.794 1.311  -0.403
49 C -1.842 -3.769 1.043  -0.179
50 H -1.446 -3.412 0.092  0.057
51 C -0.912 -4.259 1.962  -0.091
52 H 0.148 -4.265 1.692  0.103
53 C -1.347 -4.757 3.192  -0.091
54 H -0.620 -5.100 3.931  0.100
55 C -2.718 -4.823 3.458  -0.084
56 H -3.075 -5.301 4.371  0.104
57 C -3.646 -4.321 2.544  -0.129
58 H -4.707 -4.386 2.787  0.101
59 H -5.312 -1.931 0.789  -0.019
60 Cl -2.633 -0.551 1.385  -0.120
61 N -1.221 1.680 -0.242  -0.112
62 C -0.395 2.641 0.537  -0.262
63 C -0.226 2.162 1.969  -0.252
64 N 0.348 0.777 1.990  -0.081
65 H -1.504 2.071 -1.141  0.087
66 H -2.088 1.452 0.278  -0.018
67 H 0.576 2.714 0.047  0.099
68 H -0.865 3.640 0.528  0.114
69 H 0.442 2.852 2.502  0.112
70 H -1.204 2.135 2.479  0.109
71 H 1.362 0.836 2.152  0.086
72 H -0.025 0.291 2.811  0.067

The calculation puts the HOMO-LUMO gap at 7.0251 eV. For the energy above the lowest of the compared OMol25 structures with the same formula, charge and spin, the calculation gives 0.847 eV. The calculation puts the highest occupied orbital energy at -7.5 eV. As for the total charge: 0.

***

Record 2
Density functional theory data (ωB97M-V/def2-TZVPD) for a single C4H9N3O molecule at a distorted geometry.

Last column: Löwdin charge in e.
Cartesian coordinates (Å):
1 C 0.136 -1.881 -2.097  -0.117
2 C 0.203 -1.240 0.333  -0.598
3 C -0.647 2.072 0.214  -0.116
4 C -0.217 3.535 0.753  -0.082
5 H -0.814 -1.450 -2.500  0.084
6 H 0.962 -1.117 -2.340  0.113
7 H 0.233 -2.865 -2.476  0.064
8 H 0.045 -3.102 -0.304  0.184
9 H 0.738 -0.944 2.219  0.086
10 H -1.294 1.875 -0.680  0.119
11 H 0.317 4.098 -0.135  0.100
12 H 0.338 3.369 1.756  0.090
13 H -1.114 4.117 1.017  0.042
14 N -0.115 -2.082 -0.710  -0.055
15 N 0.748 -1.608 1.376  0.139
16 N 0.019 1.017 0.692  0.026
17 O -0.104 -0.023 -0.159  -0.079

The calculation puts the HOMO-LUMO gap at 9.8783 eV. For the energy above the lowest of the compared OMol25 structures with the same formula, charge and spin, the calculation gives 4.064 eV. The calculation puts the highest occupied orbital energy at -8.9 eV. Its SMILES is [H]/N=C(/NC)O/N=C/C. As for the total charge: 0.

***

Record 3
Density functional theory data (ωB97M-V/def2-TZVPD) for a single C3H3NO molecule at a distorted geometry.

Last column: Löwdin charge in e.
Cartesian coordinates (Å):
1 C 0.554 0.823 0.017  -0.134
2 C 0.895 -0.445 -0.017  -0.140
3 C -1.234 -0.197 -0.053  -0.238
4 H 1.210 1.653 0.039  0.095
5 H 1.856 -0.930 -0.108  0.129
6 H -2.194 -0.787 0.168  0.167
7 N -0.841 0.994 -0.040  0.108
8 O -0.246 -1.112 -0.007  0.012

The calculation puts the HOMO-LUMO gap at 10.7916 eV. For the energy above the lowest of the compared OMol25 structures with the same formula, charge and spin, the calculation gives 0.486 eV. The calculation puts the highest occupied orbital energy at -9.7 eV. Its SMILES is c1cocn1. As for the total charge: 0.

***

Record 4
Density functional theory data (ωB97M-V/def2-TZVPD) for 7 unconnected molecules or ions with the total composition C24H48O10 at a distorted geometry.

Last column: Löwdin charge in e.
Cartesian coordinates (Å):
1 O 1.595 -4.456 4.586  0.056
2 C 2.596 -3.734 4.335  -0.450
3 O 2.744 -2.407 4.009  0.020
4 C 1.666 -1.756 3.305  -0.204
5 C 1.952 -0.316 2.876  -0.015
6 C 3.935 -4.413 4.560  0.006
7 H 0.867 -1.856 3.971  0.088
8 H 1.112 -2.124 2.602  0.055
9 H 2.725 -0.416 2.290  0.009
10 H 2.560 0.016 3.722  0.089
11 H 1.237 0.355 2.375  0.095
12 H 4.563 -3.801 5.050  0.030
13 H 4.277 -4.480 3.503  0.098
14 H 3.953 -5.514 4.880  0.121
15 O -0.003 5.643 -2.154  0.032
16 C 0.499 4.492 -2.391  -0.492
17 O 0.125 3.585 -3.256  -0.020
18 C -1.170 3.790 -3.887  -0.207
19 C -1.525 2.654 -4.862  -0.104
20 C 1.769 3.892 -1.742  0.033
21 H -1.484 4.696 -4.656  0.179
22 H -1.919 3.793 -2.991  0.141
23 H -0.941 2.875 -5.741  0.056
24 H -2.545 2.801 -5.075  0.053
25 H -1.212 1.526 -4.788  0.104
26 H 1.382 3.379 -0.939  0.024
27 H 2.382 4.817 -1.511  0.117
28 H 2.258 3.112 -2.261  0.053
29 O -1.870 -1.881 3.244  0.098
30 C -1.894 -1.136 4.203  -0.473
31 O -2.068 -1.454 5.572  -0.026
32 C -1.900 -2.783 5.908  -0.220
33 C -2.192 -2.974 7.446  -0.015
34 C -2.071 0.364 4.097  -0.014
35 H -0.963 -3.096 5.863  0.064
36 H -2.598 -3.394 5.348  0.129
37 H -1.897 -2.242 8.069  0.029
38 H -1.998 -3.738 7.978  -0.004
39 H -3.301 -2.655 7.523  0.115
40 H -2.175 0.745 3.044  0.060
41 H -1.202 0.903 4.573  0.106
42 H -3.197 0.648 4.269  0.129
43 C -0.432 -0.849 0.010  0.023
44 C 0.114 0.373 -0.668  -0.390
45 O 0.350 1.427 -0.062  0.041
46 C 0.318 0.160 -2.191  0.000
47 H -1.294 -1.142 -0.752  0.139
48 H -0.689 -0.905 0.810  -0.105
49 H 0.303 -1.721 0.082  0.132
50 H -0.632 -0.103 -2.609  0.054
51 H 0.976 -0.809 -2.347  0.126
52 H 0.583 0.828 -2.868  -0.002
53 C 4.039 -0.562 -6.082  -0.035
54 C 3.543 -0.603 -4.723  -0.430
55 O 3.035 -1.746 -4.256  -0.044
56 C 3.843 0.573 -3.846  -0.031
57 H 3.774 -1.287 -6.755  0.055
58 H 5.146 -0.497 -5.990  0.120
59 H 3.608 0.397 -6.434  0.103
60 H 4.828 0.597 -3.550  0.054
61 H 3.319 0.379 -2.834  0.107
62 H 3.420 1.507 -4.333  0.111
63 C -0.711 -3.594 -2.515  -0.011
64 C -1.676 -2.735 -3.378  -0.427
65 O -2.576 -1.922 -2.957  -0.010
66 C -1.300 -2.779 -4.805  -0.027
67 H -0.723 -3.381 -1.417  0.083
68 H 0.300 -3.317 -2.699  0.066
69 H -1.072 -4.521 -2.617  0.041
70 H -1.917 -3.538 -5.194  0.077
71 H -0.177 -2.953 -4.730  0.107
72 H -1.561 -1.789 -5.218  0.094
73 C -4.451 4.107 1.247  -0.057
74 C -3.058 3.753 1.629  -0.395
75 O -2.810 3.004 2.686  -0.036
76 C -1.835 4.401 0.910  -0.025
77 H -4.627 3.740 0.173  0.102
78 H -4.845 5.285 1.295  0.158
79 H -4.906 3.433 1.976  0.067
80 H -2.094 4.337 -0.144  0.058
81 H -0.972 3.746 0.971  0.052
82 H -1.220 5.264 1.273  0.107

The calculation puts the HOMO-LUMO gap at 9.9965 eV. For the energy above the lowest of the compared OMol25 structures with the same formula, charge and spin, the calculation gives 10.527 eV. The calculation puts the highest occupied orbital energy at -9.7 eV. Its SMILES is CCOC(C)=O.CCOC(C)=O.CCOC(C)=O.CC(C)=O.CC(C)=O.CC(C)=O.CC(C)=O. As for the total charge: 0.

***

Record 5
Density functional theory data (ωB97M-V/def2-TZVPD) for 7 unconnected molecules or ions with the total composition C20H38BBr2F4NO4 at a distorted geometry.

Last column: Löwdin charge in e.
Cartesian coordinates (Å):
1 B 23.333 -17.725 -2.470  -1.214
2 F 22.649 -18.732 -3.199  0.057
3 F 22.281 -16.870 -1.994  0.026
4 F 24.119 -18.235 -1.427  0.090
5 F 24.192 -17.064 -3.371  0.059
6 C 25.504 -23.719 0.347  -0.155
7 C 24.405 -23.337 -0.609  -0.588
8 O 24.342 -24.041 -1.775  -0.369
9 H 26.420 -23.211 0.007  0.056
10 H 25.546 -24.765 0.631  0.003
11 H 25.549 -23.213 1.335  0.033
12 H 24.523 -22.248 -0.797  0.079
13 H 23.408 -23.376 -0.101  0.060
14 C 25.175 -28.376 -0.477  -0.179
15 C 24.072 -29.437 -0.378  -0.184
16 C 23.213 -29.071 -1.564  -0.263
17 O 23.232 -27.679 -1.681  -0.122
18 C 24.475 -27.171 -1.150  -0.154
19 H 25.984 -28.803 -1.083  0.098
20 H 25.679 -28.175 0.469  0.066
21 H 23.575 -29.240 0.574  0.084
22 H 24.388 -30.480 -0.425  0.102
23 H 22.233 -29.563 -1.550  0.111
24 H 23.602 -29.475 -2.518  0.112
25 H 24.145 -26.538 -0.327  0.093
26 H 25.112 -26.664 -1.867  0.113
27 C 20.796 -25.735 2.660  -0.172
28 C 20.740 -27.269 2.708  -0.173
29 C 21.453 -27.573 1.404  -0.240
30 O 20.881 -26.652 0.499  -0.119
31 C 20.847 -25.391 1.151  -0.170
32 H 21.631 -25.342 3.246  0.092
33 H 19.942 -25.298 3.191  0.095
34 H 19.709 -27.618 2.642  0.106
35 H 21.271 -27.687 3.564  0.104
36 H 21.221 -28.600 1.121  0.121
37 H 22.527 -27.386 1.508  0.078
38 H 20.037 -24.720 0.875  0.118
39 H 21.776 -24.840 0.975  0.109
40 C 28.747 -17.942 0.114  -0.192
41 C 28.015 -18.587 1.284  -0.159
42 C 26.818 -19.289 0.560  -0.193
43 O 27.092 -19.287 -0.848  -0.128
44 C 27.824 -18.088 -1.077  -0.219
45 H 29.620 -18.516 -0.208  0.104
46 H 29.017 -16.907 0.327  0.101
47 H 27.552 -17.828 1.915  0.097
48 H 28.650 -19.293 1.814  0.096
49 H 25.859 -18.760 0.625  0.113
50 H 26.578 -20.305 0.872  0.102
51 H 27.098 -17.270 -1.151  0.125
52 H 28.375 -18.209 -2.008  0.119
53 Br 28.847 -25.451 5.315  0.575
54 C 26.955 -25.797 4.891  -0.699
55 C 26.836 -26.093 3.410  -0.703
56 Br 24.999 -26.552 3.023  0.698
57 H 26.353 -24.970 5.250  0.034
58 H 26.705 -26.691 5.457  0.041
59 H 27.506 -26.908 3.151  0.053
60 H 27.092 -25.214 2.821  0.055
61 N 24.411 -20.087 3.876  0.021
62 C 23.474 -20.720 4.669  -0.131
63 C 23.916 -22.016 4.858  -0.118
64 C 25.214 -22.102 4.317  -0.112
65 C 25.484 -20.904 3.716  -0.138
66 H 24.411 -19.123 3.601  0.144
67 H 22.569 -20.288 5.062  0.094
68 H 23.411 -22.839 5.336  0.085
69 H 25.760 -23.031 4.367  0.069
70 H 26.368 -20.390 3.368  0.104

The calculation puts the HOMO-LUMO gap at 3.3361 eV. The calculation puts the highest occupied orbital energy at 0.0 eV. As for the total charge: -2.

***

Record 6
Density functional theory data (ωB97M-V/def2-TZVPD) for a single C3H3Cl molecule at a distorted geometry.

Last column: Löwdin charge in e.
Cartesian coordinates (Å):
1 C -1.175 0.293 0.114  -0.560
2 C 1.054 -0.475 -0.333  0.108
3 C -0.139 -0.735 0.309  -0.303
4 Cl -2.857 -0.048 -0.116  0.577
5 H -1.054 1.249 -0.432  0.052
6 H 1.342 0.527 -0.663  0.023
7 H -0.345 -1.599 1.002  0.103

The calculation puts the HOMO-LUMO gap (spin up / spin down) at 8.6373 / 7.3581 eV. For the energy above the lowest of the compared OMol25 structures with the same formula, charge and spin, the calculation gives 2.602 eV. The calculation puts the highest occupied orbital energy (spin up / spin down) at -9.4 / -8.2 eV. As for the total charge: 0.

***

Q: The lowest total charge belongs to which entry?
A: C20H38BBr2F4NO4